Model a:
The following is a quantum chemistry calculation of a cluster of 2 separate species, CH6NO2 in total, from the Open Molecules 2025 dataset.

Calculated values
total charge	+1
highest occupied orbital energy	-16.017	eV
HOMO-LUMO gap	11.448	eV

```
10
Properties=species:S:1:pos:R:3:lowdin_charge:R:1
O -0.14262 -0.39744 1.77990 -0.051
H -0.54225 -1.28069 1.86670 0.074
H -0.23645 0.01552 2.64764 0.071
H -1.03065 -1.35108 -1.66037 0.191
C -0.16877 0.27559 -0.99646 -0.169
N 0.88353 0.78788 -0.44746 0.248
O -0.50784 -0.96050 -0.91615 0.162
H -0.76137 0.85499 -1.70488 0.177
H 1.35151 0.42611 0.36859 0.141
H 1.15492 1.62963 -0.93751 0.158
```



Model b:
The following is a quantum chemistry calculation of a cluster of 2 separate species, CH6NO2 in total, from the Open Molecules 2025 dataset.

Calculated values
total charge	+1
highest occupied orbital energy	-17.399	eV
HOMO-LUMO gap	13.329	eV

```
10
Properties=species:S:1:pos:R:3:lowdin_charge:R:1
O 1.86440 -0.62424 0.17228 -0.007
H 2.61195 -0.19520 0.58280 0.085
H 2.21779 -1.47768 -0.07545 0.087
H 0.19879 -0.45680 0.89390 0.108
C -1.24890 0.35965 -0.02191 -0.152
N -0.52654 0.67037 -1.05711 0.237
O -0.75793 -0.24662 0.98547 0.183
H -2.30083 0.61414 0.01198 0.177
H 0.45399 0.38918 -1.08727 0.126
H -0.95130 1.16291 -1.83204 0.155
```



Energy comparison, zero being the most stable, in hartree: model a 0.0299; model b 0.0000.



Model a:
The following is a quantum chemistry calculation of the ion C2H6N3O with charge +1, from the Open Molecules 2025 dataset.

Calculated values
total charge	+1
highest occupied orbital energy (alpha / beta)	-13.560 / -13.010	eV
HOMO-LUMO gap (alpha / beta)	8.878 / 7.888	eV

```
12
Properties=species:S:1:pos:R:3:lowdin_charge:R:1
C -0.62809 -1.02557 -0.01913 -0.082
C -0.18222 1.26251 -0.02136 0.098
N -2.91466 -0.31003 -0.00011 -0.091
N -1.72988 -0.08802 -0.02395 0.023
N 0.50310 -0.05772 0.03832 0.051
O -3.90039 0.32836 0.01774 0.136
H -0.64873 -1.69656 0.85020 0.152
H -0.60187 -1.62983 -0.93642 0.152
H -0.14277 1.78835 -0.95657 0.092
H -0.19469 1.84049 0.88581 0.093
H 1.04569 -0.14471 0.90592 0.189
H 1.15412 -0.16552 -0.74768 0.189
```



Model b:
The following is a quantum chemistry calculation of the ion C2H6N3O with charge +1, from the Open Molecules 2025 dataset.

Calculated values
total charge	+1
highest occupied orbital energy	-15.439	eV
HOMO-LUMO gap	10.401	eV
SMILES	C=[N+]=N[C@@H]([NH3+])[O-]

```
12
Properties=species:S:1:pos:R:3:lowdin_charge:R:1
C -1.54038 -1.33694 0.08998 0.162
N -0.63664 -1.17162 1.03026 0.031
N 0.22098 -0.39276 1.31290 0.186
C -0.00668 0.78027 0.28079 -0.470
N 1.50084 0.71380 -0.51922 0.226
O -0.91772 0.60103 -0.48324 0.011
H -1.22622 -1.83906 -0.78421 0.113
H -2.61767 -1.29125 0.13755 0.134
H 0.01901 1.67095 0.87662 0.150
H 1.17526 1.22916 -1.30332 0.118
H 1.78545 -0.20403 -0.76993 0.117
H 2.24376 1.24045 0.13180 0.222
```



Energy comparison, zero being the most stable, in hartree: model a 0.0810; model b 0.0000.



Model a:
The following is a quantum chemistry calculation of a cluster of 10 separate species, F6H18O9P in total, from the Open Molecules 2025 dataset.

Calculated values
total charge	-1
highest occupied orbital energy	-8.115	eV
HOMO-LUMO gap	10.915	eV

```
34
Properties=species:S:1:pos:R:3:lowdin_charge:R:1
P 0.73616 -0.05050 -0.33494 0.282
F -0.00631 -0.60666 0.93991 -0.136
F -0.19341 -0.84268 -1.42371 -0.147
F -0.33192 1.17877 -0.40573 -0.141
F 1.50087 0.50254 -1.67308 -0.165
F 1.65393 0.84044 0.65511 -0.150
F 1.98446 -1.24163 -0.21129 -0.199
O 0.04054 -0.23298 3.57610 -0.042
H -0.00200 -0.20948 2.62013 -0.021
H 0.92567 -0.54186 3.76942 0.039
O -2.32448 2.24469 1.90542 -0.058
H -2.41640 1.30168 2.04153 0.029
H -1.38098 2.40169 1.94267 -0.033
O 2.94409 -4.16828 -1.58399 -0.055
H 2.67178 -3.26870 -1.40281 0.005
H 2.22528 -4.53796 -2.09670 0.024
O -1.87524 -2.82474 -0.98904 -0.054
H -1.45417 -3.47105 -1.55579 0.023
H -1.26075 -2.09126 -0.96363 -0.030
O -3.48220 0.64686 -0.79291 -0.056
H -2.88051 0.65399 -1.53733 0.021
H -3.23796 1.41695 -0.27954 0.002
O -0.13262 1.47938 -4.01921 -0.056
H 0.44072 2.16758 -4.35670 0.027
H 0.32963 1.13530 -3.25490 -0.017
O -0.29923 -3.14015 1.94498 -0.050
H 0.41590 -3.33453 2.55081 0.026
H -0.03569 -2.32611 1.51590 -0.023
O 1.13620 3.62630 -1.51929 -0.053
H 0.71518 2.82778 -1.20095 -0.017
H 2.02233 3.59036 -1.15911 0.031
O 0.34094 2.62734 2.35363 -0.042
H 0.71242 2.34554 3.18958 0.050
H 0.51786 1.90130 1.75547 -0.013
```



Model b:
The following is a quantum chemistry calculation of a cluster of 10 separate species, F6H18O9P in total, from the Open Molecules 2025 dataset.

Calculated values
total charge	-1
highest occupied orbital energy	-8.411	eV
HOMO-LUMO gap	10.655	eV

```
34
Properties=species:S:1:pos:R:3:lowdin_charge:R:1
P -0.00462 -0.82480 0.20563 0.014
F -1.06077 -1.69671 -0.64187 -0.169
F -0.60520 -1.34814 1.57239 -0.165
F 0.91283 -2.08543 0.37144 -0.156
F 1.08495 0.00732 1.07735 -0.194
F 0.68294 -0.25994 -1.13228 -0.168
F -0.94892 0.45258 0.15299 -0.160
O -5.58711 0.69301 2.40777 -0.056
H -4.66638 0.80463 2.17110 0.034
H -5.91502 1.58483 2.52332 0.022
O 2.99430 3.58558 5.07922 -0.055
H 3.07010 3.38970 6.01309 0.022
H 2.54058 2.82742 4.71103 0.033
O 5.79307 -4.39266 1.45600 -0.057
H 5.01370 -4.08293 0.99460 0.034
H 5.89039 -5.30344 1.17808 0.023
O -1.58175 0.50943 7.27441 -0.052
H -1.41599 0.48978 8.21694 0.023
H -0.71084 0.53433 6.87804 0.029
O 3.52324 4.44752 -1.64367 -0.057
H 3.25006 3.62030 -1.24704 0.034
H 4.47966 4.42399 -1.61317 0.023
O -0.27341 -4.38001 -5.12194 -0.057
H -0.16584 -3.90648 -5.94682 0.023
H -0.73724 -3.76672 -4.55188 0.033
O -1.61306 -6.78353 0.32960 -0.060
H -1.03707 -6.02891 0.20707 0.032
H -2.41844 -6.41438 0.69194 0.027
O 1.18442 3.12744 -7.31346 -0.056
H 0.65381 3.65160 -7.91342 0.024
H 0.67443 3.09952 -6.50392 0.032
O -4.32822 4.57987 -3.67292 -0.057
H -3.64372 4.43659 -3.01934 0.032
H -5.03491 5.00867 -3.19027 0.024
```



Energy comparison, zero being the most stable, in hartree: model a 0.0000; model b 0.0548.



Model a:
The following is a quantum chemistry calculation of a structure of composition C2H4BrN, from the Open Molecules 2025 dataset.

Calculated values
highest occupied orbital energy	-9.302	eV
HOMO-LUMO gap	10.189	eV

```
8
Properties=species:S:1:pos:R:3:lowdin_charge:R:1
C -1.15270 -0.22720 -0.47200 -0.205
C 1.26944 0.15865 0.35139 -0.666
N -0.57667 0.21794 0.52919 -0.002
Br 1.76694 -1.17453 -0.70103 0.772
H -2.20451 -0.06266 -0.41046 0.052
H -0.88560 -0.89542 -1.27883 0.029
H 1.47765 1.13950 0.09513 0.015
H 1.46590 0.06733 1.36339 0.005
```



Model b:
The following is a quantum chemistry calculation of the molecule C2H4BrN, from the Open Molecules 2025 dataset.

Calculated values
highest occupied orbital energy	-9.870	eV
HOMO-LUMO gap	10.756	eV
SMILES	C=NCBr

```
8
Properties=species:S:1:pos:R:3:lowdin_charge:R:1
C 0.86068 -0.98115 -0.08162 -0.117
N 0.65815 0.18516 0.19839 -0.065
C -0.76074 0.82338 -0.06350 -0.690
Br -2.38545 -0.12591 0.00594 0.631
H 1.87937 -1.31657 0.11394 0.081
H 0.13052 -1.53624 -0.54158 0.028
H -0.70306 1.70415 0.62586 0.059
H -0.73781 1.24290 -1.14799 0.074
```



Energy comparison, zero being the most stable, in hartree: model a 0.0373; model b 0.0000.